Entry 1:
# C31H34N6O6

An isolated molecule of C31H34N6O6 in a non-equilibrium geometry (ωB97M-V/def2-TZVPD, the OMol25 dataset).

Summary:
* electronic energy: -53924.6042 eV
* gap between HOMO and LUMO: 8.6 eV
* molecular weight: 586.65 g mol⁻¹

Structure (ORCA input):
```
! RIJCOSX wB97M-V def2-TZVPD def2/J DEFGRID3
* xyz 0 1
H -6.81 2.79 0.81
H 4.46 3.32 1.15
H -1.06 -6.70 -0.30
C -4.64 1.15 -0.36
N 0.89 -1.80 3.25
C 0.36 2.65 -0.91
H -0.86 -6.89 -2.05
H 0.28 -2.38 -1.86
H -5.85 -0.87 -1.77
H 1.37 0.54 3.82
C 2.07 -4.04 0.82
H -1.61 0.93 -1.88
C -1.49 -2.15 1.01
H 3.17 -4.47 -0.95
C -0.12 -1.95 -0.95
N 0.14 1.17 1.02
H -6.85 1.23 1.67
C 0.24 -0.68 -0.57
C 3.47 2.32 -1.40
C -0.96 -2.71 -0.14
C -1.14 -0.87 1.39
H 5.32 1.72 -2.33
C 5.61 3.14 -0.72
H 1.61 3.44 0.49
H -6.83 2.75 2.59
C 2.18 -1.69 1.47
C -0.75 -4.87 -1.38
C -4.26 1.88 0.78
H 4.83 3.36 -2.76
C 3.02 -1.37 0.41
H -1.54 -0.44 2.30
O 0.15 2.33 -2.06
H -2.16 -2.73 1.63
O 0.06 -4.53 -2.21
H -7.42 -0.06 -1.56
N 1.43 3.37 -0.51
H -3.92 0.28 -2.19
C -0.24 -0.15 0.62
H -6.16 0.70 -2.56
H 3.99 -2.21 -1.29
C 1.75 0.41 2.80
C -6.35 0.10 -1.67
H 6.65 2.82 -0.71
H 0.90 -0.09 -1.18
C 2.88 -3.71 -0.24
C -0.53 2.27 0.30
H 1.71 -5.04 0.98
C 1.05 1.48 1.95
O 3.71 1.84 -0.09
C 4.86 2.63 -1.96
H 2.19 3.75 -2.40
C 4.82 2.54 0.46
N -1.29 -4.04 -0.43
H 5.59 4.23 -0.67
H -2.67 2.79 1.82
H 5.40 1.82 1.03
H 3.37 -0.36 0.25
C -1.30 -6.28 -1.27
C 1.72 -3.01 1.69
C -2.93 2.23 0.93
C 2.56 3.57 -1.39
C -6.47 2.25 1.69
H 2.81 0.69 2.79
O 1.36 2.64 2.19
C -2.34 1.19 -1.13
O -5.06 2.28 1.81
C -3.66 0.83 -1.30
H -0.52 3.13 0.99
N 1.62 -0.98 2.48
H -1.92 -4.46 0.23
H 2.96 1.52 -1.93
H -2.38 -6.27 -1.39
H 3.11 4.44 -1.04
C -1.95 1.90 0.00
C 3.35 -2.40 -0.44
N 0.93 -2.98 2.81
O -5.95 0.77 -0.50
*
```

Entry 2:
# C31H35AsFeN3O2

A structure of composition C31H35AsFeN3O2 (ωB97M-V/def2-TZVPD, the OMol25 dataset).

Summary:
* electronic energy: -136507.3985 eV
* gap between HOMO and LUMO (alpha / beta): 6.8 / 6.0 eV
* molecular weight: 612.41 g mol⁻¹

Structure (ORCA input):
```
! RIJCOSX wB97M-V def2-TZVPD def2/J DEFGRID3
* xyz 0 6
N -2.46 -0.16 -0.53
H -2.75 1.21 -2.02
H -5.26 0.48 2.55
H 3.57 0.31 -1.60
C 4.20 2.78 -0.89
H 2.16 2.28 0.76
O -1.34 0.93 1.72
H -3.75 -1.75 -0.73
H 0.46 -0.32 -2.95
H 0.90 2.91 -0.29
C -4.27 0.28 2.15
H 4.36 -4.36 0.54
H 2.39 -4.25 -0.94
H -0.85 -3.83 2.26
C -2.98 -1.26 -1.33
C -1.85 -2.26 -1.60
C 2.39 -3.73 0.01
C 3.43 4.03 -3.24
H 3.45 -0.62 -0.08
C -1.93 3.42 -0.90
H 2.79 -1.28 -1.58
H -5.75 -1.91 3.31
C -2.38 1.02 -1.00
C -4.09 -3.36 2.83
O 0.15 -1.66 2.02
H 2.31 -1.85 3.37
C -3.97 -1.18 2.32
N -2.78 -1.79 1.88
H 6.21 3.21 -1.50
C 1.20 -2.31 1.60
N -0.95 -2.33 -0.45
C -1.84 -4.18 1.97
As 1.21 0.45 -0.66
C 0.73 0.66 -2.55
H -2.28 -3.24 -1.80
C 4.78 3.91 -2.94
C -1.40 2.06 1.07
C 5.16 3.29 -1.75
H -0.12 1.33 -2.66
H -4.43 -4.32 3.21
H 4.51 2.30 0.03
H -1.29 -1.95 -2.49
C 3.49 -3.79 0.82
H 3.12 4.52 -4.15
H -3.55 0.90 2.68
H 4.32 -3.12 2.70
C -1.06 4.46 1.06
C -1.52 4.56 -0.26
C 0.18 -2.91 -0.61
C 2.95 -0.37 -1.01
C -1.00 3.25 1.71
H -0.74 5.35 1.58
C 1.24 -2.99 0.36
H -1.56 5.52 -0.76
C 2.47 3.52 -2.37
H -1.79 -4.47 0.91
H 1.57 1.06 -3.12
H -2.30 3.47 -1.92
H 0.39 -3.39 -1.57
H -4.25 0.59 1.10
C 3.46 -3.09 2.04
H -0.63 3.16 2.72
H -2.08 -5.08 2.54
C 2.35 -2.37 2.43
C -2.89 -3.14 2.23
C 1.81 2.31 -0.27
C 2.84 2.88 -1.19
Fe -1.29 -0.87 1.05
H -3.41 -0.92 -2.26
H 1.42 3.64 -2.59
C -1.89 2.16 -0.26
C -4.78 -2.11 2.89
H 5.52 4.31 -3.61
*
```

Entry 3:
# C31H35Br2N2OPTa

A structure of composition C31H35Br2N2OPTa in a non-equilibrium geometry (ωB97M-V/def2-TZVPD, the OMol25 dataset).

Summary:
* electronic energy: -188638.4837 eV
* gap between HOMO and LUMO (alpha / beta): 4.8 / 4.8 eV
* molecular weight: 823.36 g mol⁻¹

Structure (ORCA input):
```
! RIJCOSX wB97M-V def2-TZVPD def2/J DEFGRID3
* xyz 3 1
C 10.55 13.11 5.11
C 15.84 10.29 6.06
H 16.09 10.15 3.92
C 16.37 14.72 6.65
C 13.79 13.72 7.02
H 13.10 15.73 6.66
H 11.60 13.18 4.84
C 15.99 10.64 8.98
C 9.26 14.82 6.52
C 15.25 15.56 6.53
H 18.38 14.91 5.96
H 9.62 5.72 7.49
C 7.93 16.37 8.01
C 11.22 8.76 7.30
H 7.16 16.20 7.25
H 18.31 15.25 7.63
C 15.94 8.79 6.16
H 16.58 11.25 10.91
N 12.50 13.14 7.14
O 12.36 9.49 6.92
H 17.66 9.90 7.77
C 9.85 6.83 7.42
C 15.72 11.51 10.24
C 8.84 9.07 7.93
H 9.99 13.46 4.25
C 13.97 15.10 6.81
C 14.92 12.82 7.12
H 10.28 12.05 5.27
C 9.53 11.64 8.95
P 14.82 10.98 7.56
C 11.14 7.32 7.25
H 7.47 11.85 9.45
C 10.31 13.96 6.35
C 16.18 13.38 6.88
H 16.83 10.68 6.06
H 14.37 10.21 4.40
C 11.30 14.75 8.47
H 15.43 16.67 6.30
H 17.06 12.78 6.90
C 10.12 9.60 7.77
Br 12.58 6.16 6.91
H 15.72 12.61 10.03
C 11.30 13.82 7.40
H 15.41 11.70 4.49
N 10.48 10.95 8.20
H 10.08 16.14 9.58
C 9.17 15.61 7.66
H 8.13 17.48 8.00
H 12.53 15.83 9.86
H 17.84 11.64 8.06
H 18.06 10.44 9.37
H 15.67 9.60 9.20
H 16.25 8.41 7.13
Br 7.07 6.92 7.31
C 8.24 11.19 9.08
C 10.14 15.56 8.65
C 7.90 9.93 8.55
C 17.74 15.33 6.69
C 15.36 10.59 4.64
C 12.34 14.79 9.56
C 17.44 10.71 8.46
H 6.87 9.63 8.43
H 15.14 8.15 5.80
H 16.78 8.49 5.49
Ta 12.38 11.26 7.79
H 8.42 14.83 5.78
H 12.02 14.25 10.47
H 14.78 11.20 10.74
H 13.28 14.37 9.27
H 17.68 16.41 6.41
C 8.72 7.69 7.62
H 9.89 12.59 9.29
H 7.62 16.10 9.03
*
```

Entry 4:
# C31H35CeN6O5S

A structure of composition C31H35CeN6O5S in a non-equilibrium geometry (ωB97M-V/def2-TZVPD, the OMol25 dataset).

Summary:
* electronic energy: -75648.2842 eV
* gap between HOMO and LUMO (alpha / beta): 7.2 / 7.2 eV
* molecular weight: 743.84 g mol⁻¹

Structure (ORCA input):
```
! RIJCOSX wB97M-V def2-TZVPD def2/J DEFGRID3
* xyz 2 2
H 0.25 -4.44 2.51
C -1.28 5.48 1.49
C -1.51 5.03 3.92
C 4.83 -0.23 1.85
H 4.59 0.35 0.97
H -6.37 0.86 -0.51
H -4.40 1.24 -4.82
O -0.29 2.95 1.17
H 4.81 -0.97 4.48
H 2.70 -0.13 -1.43
C 1.27 -0.65 -4.51
C 2.56 0.38 2.49
H 2.21 -4.80 -3.57
H -1.31 2.01 3.97
H -0.85 6.46 1.67
C -0.37 2.31 3.51
C -0.20 -4.03 0.42
S 0.63 1.42 -2.78
C -0.87 -2.69 -1.53
H 5.82 0.04 2.21
H -5.36 0.89 1.84
H 1.89 1.67 4.14
O 2.19 0.31 1.28
H 4.80 -1.31 1.57
C -0.06 -2.42 1.93
H -2.95 0.57 2.09
C 1.78 -1.92 -4.73
H 0.29 2.69 4.30
C -2.63 1.09 -3.62
C -5.31 0.89 -0.33
H -0.55 -5.97 -2.30
N -2.50 0.80 0.05
C -4.43 0.97 -1.42
H -5.98 1.16 -2.91
C -0.54 -5.11 -1.63
H 1.64 -2.39 -5.72
C 1.54 0.77 3.61
C 4.24 -0.04 4.30
H -0.99 -3.88 -3.31
N -1.02 4.55 2.62
H 0.09 -1.99 2.91
N 0.07 -3.75 1.77
O 1.40 1.88 -1.63
C -3.36 0.73 1.08
C -4.02 1.14 -3.81
H 1.39 -0.04 4.32
H 2.92 -4.23 -5.10
H 3.92 -4.23 -3.59
C -4.75 0.81 0.94
H -2.34 5.57 1.27
C 1.50 -0.06 -3.26
N 3.79 0.05 2.90
C -0.57 3.32 2.36
H -0.81 5.05 0.59
H -2.59 4.78 4.07
C -4.91 1.08 -2.74
H 3.37 -0.07 4.96
C -2.99 0.96 -1.21
O 0.44 2.13 -4.01
H -1.95 1.19 -4.45
C -0.52 -2.75 -0.18
C -0.24 -5.24 -0.27
N -0.76 1.07 -1.91
C -2.09 1.03 -2.32
H -1.15 -1.76 -2.01
H 0.03 -6.21 0.19
H -1.38 6.12 4.02
C 2.68 -2.02 -2.51
C 2.33 -0.68 -2.31
O 0.28 1.11 3.00
H 3.18 -2.57 -1.69
N -0.37 -1.76 0.82
H -0.94 4.53 4.71
H 4.85 0.82 4.61
C -0.82 -3.89 -2.23
C 2.90 -4.05 -4.00
C 2.41 -2.66 -3.71
Ce 0.01 0.78 0.43
H 0.71 -0.11 -5.28
*
```

Entry 5:
# C31H35Cl9N5O2V

A structure of composition C31H35Cl9N5O2V in a non-equilibrium geometry (ωB97M-V/def2-TZVPD, the OMol25 dataset).

Summary:
* electronic energy: -182643.9863 eV
* gap between HOMO and LUMO (alpha / beta): 7.5 / 7.7 eV
* molecular weight: 879.67 g mol⁻¹

Structure (ORCA input):
```
! RIJCOSX wB97M-V def2-TZVPD def2/J DEFGRID3
* xyz 1 2
Cl -5.37 2.07 1.69
H 5.79 1.72 2.85
H 0.98 -3.71 -4.95
H -7.59 -2.86 1.72
H -2.97 -1.86 0.68
C -6.55 -2.63 1.55
H -6.01 -2.58 3.61
H 0.77 0.70 2.77
O 0.79 0.68 -0.10
H 1.65 -1.57 -1.41
H 3.59 1.00 1.77
H 3.76 -0.73 -0.03
N -1.30 1.54 -2.07
H 3.88 -2.13 2.31
C -4.02 -2.07 0.89
Cl -0.20 -6.26 1.86
C 0.79 -2.82 -4.37
C -5.68 -2.48 2.58
H -3.30 1.06 1.68
N 5.75 -0.99 0.17
H -0.22 2.99 0.36
C 1.44 4.61 -1.84
N -4.84 -2.32 -0.08
C 0.21 5.05 0.50
Cl 3.01 -2.43 4.47
C 0.21 -1.67 -4.88
C 6.91 0.44 1.63
C -0.14 0.57 2.19
C -6.08 -2.60 0.24
H -6.78 -2.65 -0.59
C 1.34 -2.73 -3.11
H -0.35 5.19 1.41
C -3.23 2.87 -2.45
H -5.12 2.12 -1.81
Cl 5.77 -2.42 3.64
C 0.17 -0.10 0.86
Cl -2.83 3.32 1.28
C -2.10 0.60 -1.57
C -3.65 2.00 2.09
O 2.54 1.53 -1.89
C 1.23 -1.56 -2.40
V 0.98 1.52 -2.00
H 0.76 7.16 0.16
C 0.79 6.12 -0.16
H 0.52 -2.05 1.78
C 4.63 -0.39 0.52
Cl 3.96 -4.43 2.61
N 0.89 3.58 -1.24
C -3.49 0.72 -1.52
N 0.77 -0.44 -2.91
C 4.12 -2.76 3.15
H -1.58 -0.29 -1.24
H -0.54 1.57 2.01
H -0.89 -0.03 2.70
Cl -3.38 2.06 3.81
Cl -0.99 -3.81 0.54
C -0.03 -5.27 0.41
H -4.03 -0.18 -1.23
H -0.28 -1.64 -5.84
C 4.54 0.57 1.51
H 1.82 6.70 -1.98
C -1.88 2.61 -2.59
C -4.37 -2.17 2.25
H -3.60 3.82 -2.80
H 7.72 -1.17 0.35
C 0.99 -1.36 1.08
C 0.26 3.83 -0.14
H -0.35 -5.85 -0.44
H -0.30 0.38 -4.41
C 5.71 0.97 2.07
Cl 1.69 -4.92 0.15
H 1.09 -1.97 0.20
H 1.74 -3.62 -2.64
H 7.84 0.81 2.05
C 6.89 -0.53 0.66
C 0.15 -0.55 -4.07
H -3.61 -1.97 3.01
C -4.06 1.91 -1.93
H -1.26 3.45 -2.90
H 1.98 -1.11 1.49
C 1.39 5.91 -1.39
H 1.98 4.40 -2.76
H -0.81 -0.45 0.45
*
```

Entry 6:
# C31H35N4OPPdS2

A structure of composition C31H35N4OPPdS2 (ωB97M-V/def2-TZVPD, the OMol25 dataset).

Summary:
* electronic energy: -75164.5156 eV
* gap between HOMO and LUMO: 5.3 eV
* molecular weight: 681.18 g mol⁻¹

Structure (ORCA input):
```
! RIJCOSX wB97M-V def2-TZVPD def2/J DEFGRID3
* xyz -2 1
H -1.61 0.52 3.47
C 2.70 2.31 2.39
S 2.46 1.94 0.71
H -1.05 4.33 2.38
H 1.53 -4.55 -2.72
H -6.30 -0.45 -1.95
C 3.86 -2.36 -0.78
H 2.67 -0.82 -4.46
H 1.98 1.22 -3.52
C -3.45 -0.65 -2.60
H 3.21 -2.90 -5.61
H 1.67 1.49 5.53
C 0.59 -1.41 -1.87
H -1.51 2.91 3.34
C 3.55 3.36 2.78
C -3.58 0.56 -0.56
H 0.07 2.97 2.55
H -2.65 2.78 1.11
O 2.30 -1.53 0.50
H -5.80 0.89 -2.98
H 3.15 3.37 6.14
H -4.01 0.49 3.81
H -2.62 -1.73 3.58
Pd 0.70 0.00 0.86
N 3.14 -1.30 -0.41
H 0.20 -3.16 0.22
N 3.57 -4.72 0.23
C -4.22 0.12 -1.71
S 1.00 0.21 3.16
H -1.13 4.31 -0.09
H -1.32 2.80 -0.99
C -3.66 0.70 2.80
C -0.92 3.24 -0.07
H -4.14 1.18 0.14
C 2.16 -2.77 -3.74
C 1.44 -3.47 -2.77
C -5.66 0.44 -1.99
C 2.21 2.02 4.76
C 1.31 -0.69 -2.81
C -2.21 -1.35 2.65
C -0.07 -3.56 -0.76
H 1.57 1.17 -1.79
C 2.08 -1.38 -3.74
C 3.04 3.08 5.11
H 0.20 -4.62 -0.78
H 4.40 4.56 4.33
C -1.47 -0.50 -1.19
N 5.56 -2.12 -2.71
C 3.68 -3.66 -0.20
H -1.15 -3.46 -0.86
H -3.91 -1.00 -3.51
N -0.19 -0.73 -0.89
P -1.33 0.79 1.16
H 0.16 3.09 -0.05
H -2.80 -1.75 1.81
H -1.57 -1.53 -3.10
C -1.56 2.61 1.17
C 3.73 3.74 4.10
H 2.63 -4.46 -5.00
C 0.66 -2.81 -1.83
C -2.13 -0.95 -2.37
C 4.79 -2.21 -1.85
C 3.06 -3.49 -4.71
H 4.04 -3.68 -4.27
C 1.29 0.81 -2.79
C -2.23 0.18 2.64
C -2.25 0.25 -0.28
H -4.34 0.19 2.11
H -6.05 1.15 -1.26
H 4.09 3.87 1.99
H -3.74 1.77 2.64
C -0.98 3.24 2.44
H -1.19 -1.73 2.54
H 0.29 1.20 -2.99
C 2.04 1.61 3.43
*
```